1.
{"formula": "C28H24Br5N7O8S2SeW", "method": "the ωB97M-V functional and the def2-TZVPD basis", "orbital_gap_ha": 0.205, "charge": 2, "relative_energy_ev": 1.722, "e_tot_ev": -495275.5951, "homo_ev": -13.36, "symbols": ["W", "Br", "Br", "Br", "Br", "Br", "Se", "S", "S", "O", "O", "O", "O", "O", "O", "O", "O", "N", "N", "N", "N", "N", "N", "N", "C", "C", "C", "C", "C", "C", "C", "C", "C", "C", "C", "C", "C", "C", "C", "C", "C", "C", "C", "C", "C", "C", "C", "C", "C", "C", "C", "C", "H", "H", "H", "H", "H", "H", "H", "H", "H", "H", "H", "H", "H", "H", "H", "H", "H", "H", "H", "H", "H", "H", "H", "H"], "positions_angstrom": [[1.042, 0.251, -0.904], [1.480, 4.051, -6.614], [4.499, 2.783, -6.233], [-0.832, 3.532, -4.287], [5.164, -3.459, 3.917], [5.180, 1.031, -3.465], [1.521, -2.002, -2.624], [1.268, 2.278, 0.737], [-3.226, -0.621, -1.822], [0.416, 1.766, -1.981], [0.584, -3.277, -2.665], [2.601, 0.848, -1.727], [2.815, -1.816, -3.503], [0.564, -0.548, -2.670], [1.822, -1.562, -0.973], [0.683, -0.606, 1.125], [3.080, 0.119, 0.641], [-1.177, 0.242, -0.629], [-2.124, -3.064, -1.361], [-0.290, -4.138, 2.343], [-1.079, -1.132, -0.578], [-0.586, 4.023, 1.659], [-1.088, -2.065, 2.734], [-1.253, 1.985, 1.831], [-3.898, -5.002, 2.126], [-1.820, 4.046, 2.285], [-1.686, -4.172, 2.324], [-0.245, 2.755, 1.387], [4.421, 0.555, 0.324], [-2.246, 0.673, -1.250], [2.506, 1.608, -2.846], [3.189, 2.526, -4.923], [4.025, -1.505, 2.226], [1.392, -2.385, 2.615], [-2.538, -5.244, 2.075], [3.739, -2.585, 3.059], [-3.566, -2.651, 2.652], [3.505, 1.786, -3.786], [-3.720, 2.337, -2.442], [-2.042, -1.750, -1.215], [0.019, -2.917, 2.618], [0.904, 2.853, -4.121], [1.896, 3.060, -5.084], [-4.404, -3.727, 2.415], [-2.203, -2.904, 2.595], [2.975, -0.864, 1.597], [-2.245, 2.771, 2.388], [1.685, -1.276, 1.845], [-2.622, 2.102, -1.411], [2.448, -3.049, 3.235], [0.242, 5.192, 1.366], [1.224, 2.112, -3.000], [-4.653, 1.849, -2.154], [-1.285, -3.614, -1.232], [-2.279, 4.965, 2.603], [-1.070, -1.328, 3.426], [-1.251, 0.981, 1.755], [-3.145, 2.360, 2.809], [-3.423, 1.977, -3.427], [4.966, -0.252, -0.164], [4.331, 1.400, -0.347], [0.552, 5.165, 0.324], [2.247, -3.928, 3.831], [-3.926, 3.402, -2.523], [-2.140, -6.227, 1.866], [-0.349, 6.084, 1.551], [-1.710, 2.646, -1.663], [-0.098, -1.205, 1.036], [4.909, 0.868, 1.244], [-5.475, -3.585, 2.465], [5.051, -1.212, 2.065], [-3.965, -1.673, 2.890], [-4.591, -5.814, 1.953], [1.120, 5.198, 2.008], [-2.946, 2.460, -0.427], [-2.868, -3.482, -1.895]], "forces_ev_per_a": [[0.662, 0.548, 0.316], [0.004, -0.013, 0.026], [-0.025, 0.001, 0.021], [-0.067, 0.008, 0.011], [-0.014, 0.001, -0.003], [0.014, -0.016, -0.006], [-0.288, -0.054, 0.038], [-0.043, -0.106, -0.042], [0.025, 0.092, 0.012], [-0.079, 0.002, -0.323], [-0.068, -0.115, 0.021], [-0.111, -0.131, -0.029], [0.152, -0.038, -0.125], [-0.283, 0.262, -0.065], [0.124, 0.194, 0.248], [-0.036, 0.050, 0.110], [-0.072, -0.002, 0.170], [0.151, -0.581, -0.445], [-0.017, -0.024, 0.005], [0.002, 0.030, -0.081], [0.072, -0.399, 0.264], [-0.042, 0.009, -0.027], [0.010, -0.009, 0.116], [-0.030, 0.041, 0.027], [0.012, -0.004, -0.009], [0.015, 0.017, -0.006], [-0.017, 0.028, 0.005], [-0.076, -0.056, -0.009], [-0.003, 0.029, -0.002], [-0.022, 0.131, 0.095], [-0.087, 0.000, -0.270], [0.047, -0.003, -0.018], [-0.003, -0.013, -0.008], [0.030, -0.005, 0.004], [-0.002, -0.001, -0.009], [0.029, 0.011, 0.000], [-0.005, 0.015, 0.000], [0.108, 0.086, 0.199], [-0.011, -0.005, 0.017], [-0.159, 0.212, 0.004], [0.000, -0.050, 0.005], [0.026, 0.093, 0.054], [-0.039, 0.036, -0.022], [0.001, -0.001, -0.003], [0.013, -0.039, -0.014], [0.046, -0.069, -0.048], [0.030, -0.040, -0.018], [-0.058, -0.077, -0.099], [-0.009, 0.020, -0.015], [-0.043, 0.024, 0.035], [0.025, 0.026, -0.010], [0.101, -0.141, -0.051], [-0.003, 0.003, -0.005], [0.014, 0.014, 0.014], [0.009, 0.008, 0.001], [-0.008, 0.029, -0.026], [0.024, 0.016, 0.028], [-0.004, 0.000, 0.000], [0.006, 0.001, 0.002], [-0.004, 0.003, -0.007], [-0.004, 0.006, 0.003], [-0.003, -0.008, 0.000], [0.006, 0.000, 0.001], [-0.001, 0.002, -0.005], [-0.001, -0.005, 0.008], [-0.008, -0.005, -0.002], [-0.005, 0.004, -0.017], [0.003, -0.020, -0.078], [-0.004, -0.002, 0.002], [-0.002, 0.001, 0.001], [0.003, 0.000, 0.004], [0.000, 0.000, 0.004], [-0.003, -0.001, 0.002], [-0.006, -0.006, 0.008], [0.007, -0.012, 0.011], [-0.011, 0.008, 0.011]], "mulliken_charge": [1.26, -0.12, -0.10, -0.05, -0.13, -0.07, 1.22, -0.33, -0.17, 0.42, -0.67, 0.61, -0.54, -0.73, -0.76, 0.72, 0.34, 0.33, -0.24, -0.68, -0.77, 0.21, -0.02, 0.38, -0.57, -0.40, 0.49, 0.10, -1.22, -0.13, 0.45, 0.32, -0.59, 0.51, -0.85, -0.57, -1.03, -0.24, -1.98, -0.06, 0.14, -0.62, 0.29, -0.59, 0.52, 0.10, -0.62, 0.75, 0.79, -0.75, -0.80, 0.03, 0.56, 0.20, 0.49, 0.35, 0.03, 0.51, 0.49, 0.37, 0.28, 0.32, 0.59, 0.39, 0.50, 0.34, -0.01, -0.11, 0.52, 0.43, 0.62, 0.49, 0.44, 0.35, 0.03, 0.23]}



2.
{"formula": "C23H23BBr4F2N3O2Ru", "method": "the ωB97M-V functional and the def2-TZVPD basis", "orbital_gap_ha": [0.232, 0.229], "charge": -1, "multiplicity": 5, "e_tot_ev": -321657.1679, "homo_ev": [-4.11, -4.19], "symbols": ["Ru", "Br", "Br", "Br", "Br", "F", "F", "O", "O", "N", "N", "N", "C", "C", "C", "C", "C", "C", "C", "C", "C", "C", "C", "C", "C", "C", "C", "C", "C", "C", "C", "C", "C", "C", "C", "B", "H", "H", "H", "H", "H", "H", "H", "H", "H", "H", "H", "H", "H", "H", "H", "H", "H", "H", "H", "H", "H", "H", "H"], "positions_angstrom": [[-0.102, -0.948, -0.705], [-2.725, -5.190, -1.759], [-5.523, -1.675, -5.322], [-3.560, 0.812, -4.248], [-5.114, -4.702, -4.051], [1.984, -2.181, -2.608], [1.695, -3.257, -0.687], [-1.649, -0.161, -2.156], [-1.214, -2.637, -1.227], [-1.322, -1.018, 1.212], [-1.903, -1.507, 5.306], [0.982, 0.516, -0.278], [-1.850, -0.096, 3.346], [1.755, 1.571, -0.058], [0.721, 2.973, -2.008], [2.921, 0.365, 1.936], [-4.009, -3.270, -3.487], [-1.397, -2.432, 3.131], [3.319, 3.870, 0.582], [3.447, 2.701, 1.316], [-2.384, -1.130, -2.607], [-1.209, -2.223, 1.783], [-3.380, -0.950, -3.575], [1.669, 2.792, -0.838], [0.975, 1.979, -3.146], [-1.703, -1.344, 3.955], [-0.735, 2.970, -1.522], [2.711, 1.568, 1.031], [-2.172, -2.457, -2.096], [-4.188, -2.000, -4.019], [3.342, -0.902, 1.187], [-1.652, 0.016, 1.988], [2.433, 3.889, -0.486], [1.674, 0.091, 2.787], [-3.008, -3.481, -2.533], [1.370, -2.166, -1.417], [4.180, -0.698, 0.517], [-0.971, -3.046, 1.118], [-2.093, 0.778, 3.938], [1.876, -0.693, 3.523], [3.739, 0.628, 2.614], [-1.415, 3.162, -2.352], [-1.745, 0.973, 1.487], [3.893, 4.752, 0.837], [0.864, -0.235, 2.139], [-0.875, 3.742, -0.759], [3.642, -1.679, 1.894], [-1.867, -0.676, 5.870], [1.358, 0.993, 3.315], [0.841, 0.957, -2.812], [2.325, 4.797, -1.068], [0.920, 3.971, -2.415], [-1.303, -3.427, 3.548], [4.146, 2.674, 2.147], [0.276, 2.161, -3.964], [2.515, -1.279, 0.592], [1.996, 2.086, -3.521], [-0.987, 2.005, -1.097], [-1.512, -2.331, 5.726]], "forces_ev_per_a": [[-0.879, 0.338, -0.729], [0.041, 0.059, -0.001], [0.023, -0.005, 0.010], [-0.010, -0.030, 0.032], [0.046, -0.016, 0.047], [-0.199, 0.342, 0.076], [-0.054, 0.186, 0.133], [0.737, 0.012, 0.533], [0.399, 0.151, 0.309], [0.139, -0.007, 0.094], [-0.046, 0.010, -0.073], [-0.632, -0.403, -0.444], [-0.051, -0.004, 0.060], [0.674, 0.733, 0.347], [-0.133, -0.232, 0.079], [-0.213, -0.091, -0.098], [-0.144, 0.110, -0.149], [-0.021, 0.086, 0.144], [-0.049, 0.028, -0.031], [0.110, 0.135, 0.012], [-0.211, -0.256, -0.055], [-0.152, -0.039, 0.094], [0.160, 0.127, 0.103], [-0.153, -0.307, -0.007], [-0.005, 0.161, 0.121], [-0.014, -0.052, -0.196], [0.205, 0.047, -0.078], [-0.186, -0.240, -0.099], [-0.396, 0.260, -0.340], [-0.011, -0.107, 0.051], [0.054, 0.162, 0.053], [-0.053, 0.009, 0.010], [0.136, 0.043, 0.091], [0.193, 0.026, -0.031], [0.148, -0.075, 0.106], [0.656, -0.723, -0.270], [0.019, -0.030, 0.006], [0.003, 0.043, -0.051], [-0.031, 0.017, -0.045], [-0.022, -0.019, -0.006], [-0.024, 0.061, -0.013], [-0.065, -0.033, -0.009], [0.076, 0.015, 0.013], [0.028, -0.017, -0.004], [0.023, -0.012, 0.087], [-0.018, -0.001, -0.039], [-0.003, -0.016, -0.009], [0.038, -0.026, 0.070], [-0.015, -0.014, 0.017], [-0.077, -0.167, 0.013], [0.007, -0.013, -0.020], [0.038, 0.003, 0.064], [0.028, -0.011, -0.035], [-0.012, -0.043, 0.004], [-0.010, -0.027, -0.034], [0.046, -0.034, 0.045], [-0.023, 0.007, -0.011], [-0.129, -0.137, -0.009], [0.013, 0.020, 0.060]], "mulliken_charge": [0.64, -0.18, -0.21, -0.16, -0.21, -0.21, -0.23, -0.15, -0.49, -0.04, -0.56, 0.22, -0.74, 0.10, 0.28, 0.31, 0.10, -0.89, -1.12, -0.85, 0.44, -0.43, -0.31, 0.58, -1.29, 1.24, -1.04, 0.73, 0.25, 0.26, -1.52, -0.53, -0.92, -1.14, -0.33, 0.12, 0.44, 0.52, 0.31, 0.46, 0.65, 0.40, 0.41, 0.35, -0.12, 0.32, 0.43, 0.20, 0.43, 0.06, 0.34, 0.44, 0.30, 0.34, 0.39, 0.05, 0.38, -0.04, 0.21]}